# 1
14
Properties=species:S:1:pos:R:3:forces:R:3:nbo_charge:R:1 method="wB97M-V/def2-TZVPD" multiplicity=1 total_energy_ha=-307.661811 charge=0 homo_ev=-9.9 e_above_lowest_kcal_mol=31.8
C 1.7723 1.1006 -0.5916 0.25 0.10 -0.23 -0.61
C 1.0366 0.3713 0.5167 -0.02 0.01 0.31 -0.41
C -0.2259 -0.2970 0.0306 0.01 0.01 -0.45 -0.06
O -0.8281 -0.9421 1.1256 -1.52 -0.64 0.11 -0.77
C -3.3019 -1.5323 0.1137 -1.45 -0.08 -0.78 0.53
O -4.2127 -1.4076 -0.5387 0.62 -0.08 0.43 -0.45
H 1.1658 1.8918 -1.0494 0.00 -0.15 0.14 0.20
H 2.6835 1.5733 -0.2161 -0.07 -0.05 -0.03 0.21
H 2.0682 0.4167 -1.3951 -0.03 0.05 0.10 0.20
H 0.7554 1.0643 1.3162 0.07 -0.01 -0.04 0.20
H 1.6589 -0.4018 0.9806 0.07 0.14 -0.09 0.20
H -0.8602 0.4792 -0.4330 -0.15 -0.20 0.16 0.14
H 0.0373 -1.0144 -0.7639 -0.09 0.02 0.05 0.15
H -1.7493 -1.3019 0.9043 2.33 0.87 0.33 0.45



# 2
14
Properties=species:S:1:pos:R:3:forces:R:3:nbo_charge:R:1 method="wB97M-V/def2-TZVPD" multiplicity=1 total_energy_ha=-307.703937 charge=0 smiles="CCOC(C)=O" homo_ev=-10.4 e_above_lowest_kcal_mol=5.3
C 0.7374 -1.4534 -1.6307 0.02 -0.02 -0.03 -0.62
C -0.2516 -1.0784 -0.5474 -0.04 -0.21 -0.11 -0.07
O 0.1618 0.1937 -0.0245 -0.03 0.07 0.12 -0.52
C -0.5637 0.6543 1.0082 -0.26 0.00 0.18 0.80
C -0.0941 2.0169 1.4453 0.01 0.06 0.06 -0.72
O -1.4812 0.0424 1.5016 0.31 0.19 -0.18 -0.60
H 0.8229 -0.6454 -2.3636 -0.03 -0.13 0.08 0.21
H 1.7298 -1.6406 -1.2079 -0.16 0.04 -0.06 0.21
H 0.4044 -2.3580 -2.1497 0.05 0.12 0.10 0.22
H -1.2721 -0.9818 -0.9354 0.17 -0.02 0.05 0.19
H -0.2745 -1.8105 0.2662 0.00 0.11 -0.13 0.19
H 0.9568 1.9788 1.7437 -0.12 -0.04 -0.04 0.24
H -0.7060 2.3584 2.2798 0.08 -0.06 -0.11 0.24
H -0.1699 2.7237 0.6145 -0.01 -0.11 0.07 0.24



# 3
14
Properties=species:S:1:pos:R:3:forces:R:3:nbo_charge:R:1 method="wB97M-V/def2-TZVPD" multiplicity=1 total_energy_ha=-307.608731 charge=0 smiles=OC[C@H]1C[C@H]1O homo_ev=-9.7 e_above_lowest_kcal_mol=65.1
O 2.4722 -0.4612 -0.1395 0.19 -0.39 -1.21 -0.74
C 1.2172 -0.1492 -0.8462 0.56 -0.20 0.05 -0.07
C 0.2992 0.2178 0.2989 0.42 -0.18 0.18 -0.32
C -0.8638 1.1994 0.3718 0.19 0.02 0.02 -0.45
C -1.0965 -0.2734 0.5680 0.34 0.06 0.37 0.08
O -1.7588 -0.9853 -0.4448 -0.03 0.02 0.02 -0.71
H 2.4607 -1.3743 0.1879 -0.20 0.32 -0.33 0.47
H 0.8960 -1.0066 -1.4426 -0.05 0.17 -0.01 0.19
H 1.4525 0.7064 -1.4888 -0.03 -0.29 0.08 0.19
H 1.1792 0.1294 0.9904 -2.24 0.85 1.09 0.27
H -1.2900 1.6165 -0.5441 0.37 -0.21 0.12 0.22
H -0.9423 1.8674 1.2287 0.12 -0.20 -0.14 0.22
H -1.3155 -0.6293 1.5750 0.06 0.05 -0.13 0.17
H -2.7099 -0.8576 -0.3147 0.31 -0.02 -0.11 0.47



# 4
14
Properties=species:S:1:pos:R:3:forces:R:3:nbo_charge:R:1 method="wB97M-V/def2-TZVPD" multiplicity=1 total_energy_ha=-307.592928 charge=0 homo_ev=-8.6 e_above_lowest_kcal_mol=75.0
C -1.2946 -0.6541 0.3811 -0.08 0.03 0.01 -0.62
C 0.2108 -0.8677 0.5371 -0.02 -0.13 0.04 -0.43
C 1.0659 0.1259 -0.2825 0.10 -0.03 0.21 -0.07
O 0.4621 0.5358 -1.5150 -0.13 -0.17 -0.06 -0.74
C 1.2648 1.3311 0.6449 -0.30 0.08 -0.31 0.26
O 0.5313 2.3144 0.2168 0.10 -0.13 -0.02 -0.64
H -1.8339 -1.3027 1.0769 0.06 0.09 -0.09 0.23
H -1.5814 0.3811 0.5961 0.02 -0.15 -0.02 0.21
H -1.6571 -0.9073 -0.6245 0.04 0.05 0.18 0.19
H 0.4662 -1.9006 0.2815 0.01 0.13 -0.07 0.21
H 2.0470 -0.3128 -0.5035 -0.14 0.13 0.12 0.20
H -0.2484 -0.0665 -1.7618 0.11 0.06 0.05 0.49
H 0.4788 -0.7336 1.5921 0.03 -0.05 -0.18 0.24
H 0.0883 2.0568 -0.6393 0.20 0.08 0.14 0.48



# 5
14
Properties=species:S:1:pos:R:3:forces:R:3:nbo_charge:R:1 method="wB97M-V/def2-TZVPD" multiplicity=1 total_energy_ha=-307.549415 charge=0 homo_ev=-8.0 e_above_lowest_kcal_mol=102.3
C -0.4388 -1.4219 0.2388 -0.04 0.01 0.01 -0.64
C 0.1236 -0.0734 0.5847 0.10 -0.24 -0.17 0.22
O 0.4897 0.0144 1.9222 0.07 0.22 0.01 -0.68
C 0.9173 0.6863 -0.4157 0.12 -0.01 0.00 -0.54
C -0.3996 1.4647 -0.4556 0.11 -0.02 -0.02 0.07
O -1.2014 1.0796 -1.4954 0.04 -0.05 -0.15 -0.69
H 0.3571 -2.1698 0.1621 -0.08 0.11 -0.01 0.22
H -0.9681 -1.3732 -0.7186 0.07 -0.04 0.14 0.22
H -1.1417 -1.7438 1.0123 0.09 0.07 -0.11 0.23
H 0.9101 0.8725 2.0683 -0.03 -0.12 0.04 0.48
H 1.7843 1.2370 -0.0459 -0.15 -0.08 -0.02 0.23
H 1.1762 0.1311 -1.3229 -0.08 0.08 0.11 0.21
H -0.8610 0.8276 0.5653 -0.15 -0.01 0.08 0.22
H -0.7479 0.4686 -2.0996 -0.06 0.09 0.08 0.45



# 6
14
Properties=species:S:1:pos:R:3:forces:R:3:nbo_charge:R:1 method="wB97M-V/def2-TZVPD" multiplicity=1 total_energy_ha=-307.634218 charge=0 smiles="C=CC(=C)O.O" homo_ev=-8.9 e_above_lowest_kcal_mol=49.1
C -0.1363 -0.2236 2.1630 0.59 0.25 0.21 -0.34
C -0.0893 0.6653 1.1784 -1.00 -0.42 -0.16 -0.26
C -0.7024 0.3186 -0.1160 0.64 0.42 -0.63 0.30
C -0.4767 1.0347 -1.2271 -0.09 -0.12 0.39 -0.56
O -1.4906 -0.7824 -0.0713 0.29 -0.47 0.16 -0.68
H -0.2455 -1.2711 1.9243 -0.76 -0.01 0.27 0.21
H 0.0302 0.0794 3.1854 0.55 -0.19 0.07 0.20
H 0.3101 1.6610 1.2970 -0.31 0.21 0.08 0.22
H -0.7914 0.7156 -2.2114 -0.29 0.19 0.01 0.21
H -0.0039 1.9915 -1.0886 0.38 0.02 -0.30 0.22
H -1.8043 -1.0103 -0.9508 -0.01 0.12 -0.14 0.49
O 2.1569 -1.0356 -1.5090 0.14 0.01 -0.16 -0.95
H 1.7762 -1.7825 -1.0404 -0.08 0.03 0.05 0.47
H 1.4670 -0.3608 -1.5335 -0.05 -0.05 0.15 0.48



# 7
14
Properties=species:S:1:pos:R:3:forces:R:3:nbo_charge:R:1 method="wB97M-V/def2-TZVPD" multiplicity=1 total_energy_ha=-307.521396 charge=0 smiles=C1COCCO1 homo_ev=-8.1 e_above_lowest_kcal_mol=119.9
C -1.5155 0.2945 -0.2248 0.28 -0.28 0.10 -0.09
C -0.7059 -0.9951 -0.1447 -0.46 -0.48 -0.13 -0.09
O 0.3433 -0.7036 0.7063 -0.38 -3.30 1.10 -0.58
C 1.6542 -0.3731 0.1850 -2.67 0.74 -0.15 -0.20
C 0.6829 1.2397 0.2387 2.08 0.38 -0.30 0.04
O -0.5284 1.2753 -0.5086 0.98 -0.47 0.07 -0.53
H -2.2629 0.3060 -1.0328 0.39 0.08 0.20 0.19
H -2.0319 0.4901 0.7307 0.26 0.02 -0.16 0.17
H -1.2279 -1.8152 0.3444 -0.52 -0.18 -0.38 0.19
H -0.3435 -1.2892 -1.1397 -0.18 -0.03 0.11 0.17
H 2.3233 -1.1268 0.7345 -0.11 2.26 -0.07 0.21
H 1.7879 -0.6816 -0.8738 -0.47 0.40 0.26 0.16
H 0.4934 1.5013 1.2920 0.55 -0.40 -0.47 0.19
H 1.3310 1.8776 -0.3073 0.26 1.25 -0.16 0.17



# 8
14
Properties=species:S:1:pos:R:3:forces:R:3:nbo_charge:R:1 method="wB97M-V/def2-TZVPD" multiplicity=1 total_energy_ha=-307.460129 charge=0 homo_ev="-9.1 / -9.9" e_above_lowest_kcal_mol=158.3
C 1.4548 -0.4194 0.7248 0.92 -0.16 0.23 -0.27
C 0.5715 0.6501 0.3057 -0.97 0.04 -0.47 -0.03
O 1.2046 1.5889 -0.5335 0.04 0.51 -0.12 -0.70
C -0.4961 0.0300 -0.6652 0.80 -0.28 0.46 0.04
C -1.5095 -0.8068 0.0323 0.97 -1.45 1.17 -0.40
O -1.3541 0.8633 -1.1805 -0.50 1.01 -0.85 -0.44
H 2.2275 -0.7075 0.0012 -0.56 -0.26 0.07 0.20
H 1.8194 -0.4630 1.7530 -0.53 -0.26 -0.16 0.20
H -0.2443 -1.4408 0.7478 -1.79 0.66 -0.87 0.14
H 0.0979 1.1198 1.1779 -0.17 0.07 -0.21 0.17
H 0.4619 1.9632 -1.0499 0.56 0.11 0.14 0.48
H 0.0638 -0.6426 -1.3539 -0.11 0.37 -0.10 0.16
H -2.2093 -0.3364 0.7365 0.75 -0.06 0.09 0.22
H -2.0881 -1.3988 -0.6961 0.57 -0.30 0.62 0.22



# 9
14
Properties=species:S:1:pos:R:3:forces:R:3:nbo_charge:R:1 method="wB97M-V/def2-TZVPD" multiplicity=1 total_energy_ha=-307.682616 charge=0 smiles="CC(=O)CCO" homo_ev=-10.0 e_above_lowest_kcal_mol=18.7
C 2.1076 -0.0429 -0.4188 0.03 0.02 0.01 -0.72
C 0.6754 0.4297 -0.4783 -0.04 0.32 0.04 0.61
O 0.4305 1.6233 -0.4032 0.10 -0.46 0.02 -0.57
C -0.4522 -0.5811 -0.6341 -0.01 0.01 -0.02 -0.55
C -1.6922 -0.2141 0.1966 0.09 -0.37 0.05 -0.05
O -2.2038 1.0475 -0.1370 0.02 0.16 -0.01 -0.73
H 2.2582 -0.6671 0.4697 -0.06 0.04 -0.12 0.24
H 2.3676 -0.6498 -1.2932 -0.12 0.04 0.11 0.23
H 2.7630 0.8292 -0.3655 -0.08 -0.16 -0.02 0.24
H -0.7465 -0.5735 -1.6926 0.12 0.01 0.09 0.24
H -0.1181 -1.5980 -0.3957 0.03 0.20 -0.01 0.22
H -1.4553 -0.2915 1.2719 0.01 0.09 -0.16 0.15
H -2.4782 -0.9488 -0.0099 0.11 0.08 0.06 0.18
H -1.4320 1.6377 -0.1878 -0.19 0.01 -0.01 0.49



# 10
14
Properties=species:S:1:pos:R:3:forces:R:3:nbo_charge:R:1 method="wB97M-V/def2-TZVPD" multiplicity=1 total_energy_ha=-307.614692 charge=0 smiles="CO[C@H](C)C=O" homo_ev=-10.0 e_above_lowest_kcal_mol=61.3
C -1.5925 1.6562 -0.4228 0.34 1.22 -1.18 -0.26
O -0.2238 1.4476 -0.2538 0.83 -3.24 -0.26 -0.55
C -0.0323 -0.0926 -0.4336 -0.93 1.63 0.05 -0.01
C -0.4265 -0.9379 0.8313 4.39 0.01 -1.37 -0.64
C 1.3653 -0.2143 -1.0661 -1.07 0.54 1.72 0.43
O 2.0948 -1.1524 -0.9425 0.08 -0.24 -0.40 -0.50
H -1.9642 1.2103 -1.3506 -0.29 -0.79 0.39 0.16
H -1.7541 2.6794 -0.6943 0.09 1.07 0.49 0.19
H -2.1018 1.4358 0.4797 -1.09 -0.46 0.58 0.17
H -0.8427 -0.2581 -1.1838 1.00 -0.55 0.13 0.19
H -1.2879 -0.4744 1.1477 -2.62 -0.16 0.70 0.22
H 0.2953 -0.7506 1.6641 -0.23 -0.17 -0.75 0.22
H -0.3040 -2.0233 0.5388 -0.99 1.20 0.54 0.24
H 1.6218 0.7753 -1.4653 0.50 -0.06 -0.65 0.12